1.
Below is a structure of composition C29H30CsN6O2S, with properties calculated with ωB97M-V/def2-TZVPD.

Results
HOMO level ... -4.39 eV
Total charge ... -1
Frontier orbital gap ... 0.243 hartree
LUMO ... 2.2 eV
Multiplicity ... 1
Relative energy (zero: lowest compared OMol25 entry of this formula, charge and spin) ... 0.0 kJ/mol
F_max ... 0.128 eV/Å

Atoms and positions in Å:
Cs1 0.36 -0.65 -0.65
C1 -1.48 -5.39 -2.76
C2 -0.67 -4.26 -2.20
N1 -1.14 -3.36 -1.41
N2 -2.45 -3.47 -1.08
C3 -2.82 -2.54 -0.19
O1 -2.14 -1.65 0.35
C4 -4.28 -2.64 0.20
C5 -5.17 -3.51 -0.42
C6 -6.50 -3.55 -0.04
C7 -6.97 -2.73 0.98
C8 -6.08 -1.86 1.61
C9 -4.75 -1.82 1.22
C10 0.78 -4.20 -2.52
C11 1.42 -5.29 -3.12
C12 2.78 -5.23 -3.37
C13 3.48 -4.08 -3.02
C14 2.77 -3.05 -2.43
N3 1.47 -3.10 -2.20
H1 -2.54 -5.16 -2.64
H2 -1.26 -5.55 -3.82
H3 -1.28 -6.33 -2.23
H4 -4.80 -4.15 -1.21
H5 -7.19 -4.23 -0.53
H6 -8.01 -2.76 1.28
H7 -6.44 -1.22 2.41
H8 -4.04 -1.16 1.70
H9 0.86 -6.18 -3.37
H10 3.29 -6.07 -3.82
H11 4.55 -3.99 -3.18
H12 3.27 -2.13 -2.12
S1 3.82 -0.01 0.00
C15 3.60 1.49 -0.82
C16 4.68 2.41 -0.94
C17 4.51 3.61 -1.58
C18 3.26 3.93 -2.11
C19 2.25 3.00 -1.95
N4 2.39 1.82 -1.33
H13 5.63 2.12 -0.52
H14 5.34 4.30 -1.67
H15 3.07 4.86 -2.62
H16 1.26 3.20 -2.35
C20 1.76 1.26 3.14
C21 1.93 2.26 2.01
N5 1.44 3.60 2.37
C22 2.43 4.52 2.91
C23 3.11 5.32 1.81
C24 0.15 3.99 2.34
O2 -0.24 5.06 2.80
C25 -0.85 3.05 1.72
C26 -1.92 2.58 2.46
C27 -2.86 1.76 1.85
C28 -2.70 1.46 0.50
N6 -1.70 1.94 -0.23
C29 -0.80 2.72 0.37
H17 2.22 0.32 2.86
H18 0.70 1.09 3.36
H19 2.24 1.62 4.06
H20 1.45 1.91 1.11
H21 2.98 2.36 1.75
H22 3.16 3.93 3.47
H23 1.92 5.19 3.61
H24 3.57 4.65 1.07
H25 3.88 5.97 2.22
H26 2.37 5.94 1.29
H27 -2.01 2.86 3.51
H28 -3.69 1.35 2.40
H29 -3.39 0.79 0.00
H30 0.02 3.08 -0.25

Atomic partial charges in e from the Mulliken method, atoms 1 to 4: 1.037, -1.225, 0.573, 0.253



2.
Below is a structure of composition C32H28ClMgN5O5S, with properties calculated with ωB97M-V/def2-TZVPD.

Results
HOMO level ... -6.86 eV
Frontier orbital gap ... 0.268 hartree
LUMO ... 0.4 eV
Multiplicity ... 1
Relative energy (zero: lowest compared OMol25 entry of this formula, charge and spin) ... 10.5 kJ/mol
F_max ... 0.210 eV/Å

Atoms and positions in Å:
Mg1 1.40 0.32 1.02
C1 -0.76 -4.87 5.42
C2 -0.41 -4.03 4.22
C3 -1.17 -4.05 3.06
C4 -0.87 -3.24 1.98
C5 0.23 -2.36 1.97
N1 0.54 -1.54 0.91
C6 -0.46 -1.52 -0.09
C7 -0.43 -2.38 -1.19
C8 -1.42 -2.35 -2.16
C9 -2.47 -1.44 -2.09
C10 -3.52 -1.37 -3.17
C11 -2.50 -0.57 -1.02
C12 -1.53 -0.62 -0.03
N2 -1.65 0.28 1.08
C13 -2.79 0.62 1.71
C14 -2.48 1.57 2.66
C15 -1.09 1.73 2.54
N3 -0.60 0.96 1.59
C16 1.00 -2.37 3.15
C17 0.67 -3.17 4.23
N4 2.16 -1.54 3.29
C18 3.26 -1.86 4.00
C19 4.00 -0.71 4.18
C20 3.25 0.28 3.53
N5 2.15 -0.22 2.99
H1 -1.27 -5.79 5.13
H2 -1.43 -4.33 6.10
H3 0.12 -5.15 5.99
H4 -2.03 -4.71 2.99
H5 -1.50 -3.30 1.11
H6 0.39 -3.09 -1.25
H7 -1.36 -3.04 -2.99
H8 -3.52 -2.27 -3.78
H9 -3.34 -0.52 -3.83
H10 -4.52 -1.24 -2.74
H11 -3.28 0.19 -0.95
H12 -3.73 0.15 1.45
H13 -3.15 2.05 3.35
H14 -0.42 2.36 3.10
H15 1.27 -3.09 5.13
H16 3.44 -2.87 4.31
H17 4.94 -0.61 4.68
H18 3.49 1.32 3.40
O1 4.64 2.33 1.55
Cl1 3.57 2.05 0.65
O2 3.67 2.82 -0.53
O3 3.52 0.62 0.34
O4 2.27 2.30 1.32
O5 1.01 0.97 -0.91
S1 0.32 0.78 -2.23
C21 -0.94 2.05 -2.25
C22 -1.10 2.86 -1.15
C23 -2.16 3.77 -1.14
C24 -3.02 3.85 -2.22
C25 -2.84 3.03 -3.33
C26 -1.79 2.12 -3.35
C27 1.40 1.47 -3.47
C28 1.51 0.79 -4.67
C29 2.33 1.31 -5.67
C30 3.04 2.47 -5.43
C31 2.94 3.13 -4.21
C32 2.11 2.64 -3.22
H19 -0.42 2.77 -0.31
H20 -2.29 4.41 -0.28
H21 -3.84 4.56 -2.20
H22 -3.51 3.10 -4.17
H23 -1.64 1.47 -4.20
H24 0.96 -0.14 -4.82
H25 2.42 0.79 -6.61
H26 3.68 2.87 -6.20
H27 3.51 4.03 -4.03
H28 2.04 3.12 -2.26

Atomic partial charges in e from the Mulliken method, atoms 1 to 4: 1.231, -1.576, 0.331, -1.359



3.
Below is the molecule C2H3N5O at a distorted geometry, with properties calculated with ωB97M-V/def2-TZVPD.

Results
HOMO level ... -10.26 eV
Frontier orbital gap ... 0.364 hartree
LUMO ... -0.3 eV
Multiplicity ... 1
Relative energy (zero: lowest compared OMol25 entry of this formula, charge and spin) ... 450.8 kJ/mol
F_max ... 4.788 eV/Å
SMILES ... O/N=C\n1ncnn1

Atoms and positions in Å:
O1 -2.40 -0.87 -0.19
N1 -2.25 0.46 -0.07
C1 -1.04 0.97 0.28
N2 0.25 0.38 0.09
N3 1.29 1.06 -0.25
C2 2.30 0.15 -0.08
N4 1.74 -1.07 0.07
N5 0.48 -0.90 0.24
H1 -1.57 -1.30 -0.19
H2 -0.83 2.02 0.35
H3 3.39 0.04 -0.39

Atomic partial charges in e from the Mulliken method, atoms 1 to 4: -0.302, -0.221, 0.005, 0.961



4.
Below is a cluster of 11 separate species, C44H65F15O22 in total at a distorted geometry, with properties calculated with ωB97M-V/def2-TZVPD.

Results
HOMO level ... -9.68 eV
Frontier orbital gap ... 0.357 hartree
LUMO ... 0.0 eV
Multiplicity ... 1
F_max ... 1.858 eV/Å
SMILES ... CCOC(=O)C(F)(F)F.CCOC(=O)C(F)(F)F.CCOC(=O)C(F)(F)F.CCOC(=O)C(F)(F)F.CCOC(=O)C(F)(F)F.O=C1CCCO1.O=C1CCCO1.O=C1CCCO1.O=C1CCCO1.O=C1CCCO1.COCCOC

Atoms and positions in Å:
C1 -0.29 2.12 -5.23
C2 -1.48 2.10 -4.29
O1 -2.52 2.98 -4.76
C3 -3.21 2.59 -5.82
O2 -3.14 1.50 -6.32
C4 -4.30 3.64 -6.11
F1 -5.32 3.50 -5.27
F2 -3.81 4.88 -6.00
F3 -4.76 3.47 -7.36
H1 0.58 1.82 -4.65
H2 -0.08 3.14 -5.55
H3 -0.45 1.42 -6.05
H4 -1.25 2.42 -3.28
H5 -1.89 1.10 -4.24
C5 3.74 -1.77 2.30
C6 3.63 -1.44 0.82
O3 4.86 -1.81 0.18
C7 5.34 -0.99 -0.74
O4 4.79 -0.06 -1.25
C8 6.75 -1.45 -1.17
F4 6.90 -2.77 -1.16
F5 7.06 -0.99 -2.38
F6 7.63 -0.91 -0.30
H6 2.78 -1.50 2.77
H7 4.44 -1.11 2.81
H8 3.93 -2.82 2.50
H9 3.48 -0.36 0.77
H10 2.79 -1.96 0.38
C9 -1.30 -3.65 0.68
C10 -1.24 -4.69 -0.40
O5 -0.20 -4.48 -1.35
C11 1.01 -4.89 -1.06
O6 1.32 -5.52 -0.09
C12 2.05 -4.38 -2.08
F7 2.76 -5.40 -2.56
F8 1.48 -3.69 -3.05
F9 2.93 -3.56 -1.47
H11 -2.14 -3.80 1.36
H12 -1.44 -2.64 0.30
H13 -0.38 -3.56 1.25
H14 -2.18 -4.67 -0.95
H15 -1.19 -5.71 -0.02
C13 0.43 -3.61 7.62
C14 -0.37 -4.38 6.55
O7 0.52 -4.98 5.61
C15 0.61 -4.48 4.40
O8 -0.09 -3.63 3.93
C16 1.60 -5.28 3.55
F10 0.91 -6.14 2.80
F11 2.31 -4.47 2.76
F12 2.47 -5.98 4.29
H16 1.31 -4.17 7.95
H17 -0.22 -3.49 8.49
H18 0.73 -2.64 7.23
H19 -1.05 -3.65 6.13
H20 -0.90 -5.20 7.03
C17 -4.77 -3.55 2.46
C18 -4.70 -2.54 1.33
O9 -5.26 -1.31 1.85
C19 -5.28 -0.30 1.00
O10 -4.92 -0.32 -0.14
C20 -5.85 0.95 1.70
F13 -4.90 1.43 2.53
F14 -6.16 1.89 0.81
F15 -6.94 0.68 2.43
H21 -4.29 -3.12 3.34
H22 -4.26 -4.47 2.17
H23 -5.79 -3.87 2.66
H24 -5.16 -2.91 0.42
H25 -3.66 -2.28 1.14
O11 -2.63 -0.81 3.70
C21 -2.25 -0.56 4.80
C22 -2.99 -0.77 6.11
C23 -1.95 -0.41 7.19
C24 -0.71 0.03 6.41
O12 -1.09 0.10 5.03
H26 -3.71 0.05 6.11
H27 -3.46 -1.72 6.32
H28 -2.31 0.35 7.88
H29 -1.69 -1.27 7.81
H30 -0.32 1.00 6.71
H31 0.13 -0.67 6.49
O13 1.44 -0.84 -6.59
C25 2.27 -0.61 -5.76
C26 3.52 0.24 -5.86
C27 4.34 -0.19 -4.65
C28 3.31 -0.77 -3.69
O14 2.24 -1.24 -4.57
H32 4.00 0.12 -6.83
H33 3.18 1.27 -5.73
H34 5.21 -0.84 -4.77
H35 4.78 0.70 -4.18
H36 3.59 -1.69 -3.17
H37 2.95 -0.10 -2.92
O15 -1.35 10.28 -0.76
C29 -0.54 9.42 -0.87
C30 0.60 9.29 -1.85
C31 1.45 8.17 -1.28
C32 0.51 7.46 -0.28
O16 -0.56 8.35 -0.04
H38 0.20 8.94 -2.81
H39 1.07 10.25 -2.02
H40 1.82 7.48 -2.05
H41 2.38 8.48 -0.80
H42 0.34 6.46 -0.70
H43 0.98 7.27 0.69
O17 3.04 5.01 1.12
C33 2.47 4.39 1.98
C34 3.09 3.31 2.85
C35 1.87 2.56 3.38
C36 0.76 3.61 3.30
O18 1.22 4.63 2.41
H44 3.94 2.79 2.42
H45 3.60 3.89 3.64
H46 1.69 1.77 2.64
H47 2.03 2.12 4.35
H48 -0.17 3.15 2.98
H49 0.54 4.10 4.25
O19 -0.98 -0.89 -3.05
C37 -1.73 -1.56 -3.70
C38 -1.74 -1.68 -5.21
C39 -2.80 -2.74 -5.48
C40 -3.36 -3.12 -4.11
O20 -2.62 -2.38 -3.14
H50 -1.85 -0.73 -5.72
H51 -0.73 -2.03 -5.46
H52 -3.60 -2.39 -6.14
H53 -2.36 -3.58 -6.03
H54 -4.43 -2.92 -4.02
H55 -3.22 -4.19 -3.97
C41 1.37 3.22 -1.57
O21 1.95 2.02 -1.19
C42 1.08 0.92 -1.40
C43 0.13 0.83 -0.21
O22 0.34 -0.32 0.57
C44 -0.64 -0.39 1.58
H56 2.05 4.07 -1.49
H57 0.47 3.54 -1.01
H58 1.03 3.20 -2.62
H59 1.70 0.03 -1.32
H60 0.53 0.97 -2.34
H61 -0.92 0.83 -0.54
H62 0.23 1.74 0.41
H63 -0.54 -1.28 2.19
H64 -1.64 -0.49 1.15
H65 -0.59 0.51 2.20

Atomic partial charges in e from the Mulliken method, atoms 1 to 4: -0.762, 0.305, -0.469, 0.269



Q: What is the formula in the third record?
A: C2H3N5O



Q: Look up the F_max of the fourth one.
A: 1.858 eV/Å